Entry from the OMol25 dataset: a cluster of 7 separate species, C25H59F3O9 in total (ωB97M-V/def2-TZVPD).

```
96
Properties=species:S:1:pos:R:3
C -0.8371 2.6004 1.8438
C -1.6137 2.3486 0.4201
C -0.6029 1.8153 -0.7992
O 0.8228 1.8648 -0.4358
C 1.6260 0.9204 -1.2547
C 3.2596 1.2717 -1.2220
O 1.3239 -0.4959 -1.0271
C 1.6428 -0.9533 0.3250
O 2.0775 -0.2339 1.3574
C 1.4162 -2.5844 0.6186
F 0.5782 -3.1223 -0.5180
F 2.7623 -3.2110 0.6630
F 0.7662 -2.8367 1.9258
H -0.0933 3.5210 1.8111
H -0.3010 1.6563 2.2892
H -1.6799 2.9073 2.6296
H -2.1618 3.3375 0.0703
H -2.4712 1.5362 0.5640
H -0.9871 0.7156 -1.0414
H -0.7581 2.5177 -1.7266
H 1.3064 1.1480 -2.3831
H 3.8871 0.2959 -1.5003
H 3.5357 2.0592 -2.0749
H 3.5815 1.6339 -0.1494
C -5.5125 5.1887 4.4557
C -4.9170 4.1727 3.4939
C -5.7840 2.9276 3.3962
O -3.6139 3.8070 3.9404
H -5.5883 4.7734 5.4669
H -4.8716 6.0742 4.5253
H -6.5095 5.5023 4.1311
H -4.8087 4.6246 2.5019
H -5.8695 2.4322 4.3698
H -5.3370 2.2003 2.7102
H -6.7893 3.1735 3.0399
H -3.7004 3.4049 4.8208
C 3.4513 -2.0681 -3.9967
C 1.9903 -1.7172 -4.2289
C 1.5355 -2.1295 -5.6198
O 1.8111 -0.3122 -4.0706
H 4.0980 -1.5460 -4.7109
H 3.7680 -1.7545 -2.9962
H 3.6192 -3.1451 -4.0959
H 1.3684 -2.2138 -3.4761
H 2.1142 -1.6096 -6.3915
H 0.4858 -1.8597 -5.7772
H 1.6460 -3.2083 -5.7677
H 2.3597 0.1369 -4.7351
C 0.1220 -5.6473 -7.4876
C 1.1621 -5.2557 -8.5251
C 1.1923 -6.2439 -9.6801
O 2.4473 -5.2079 -7.9107
H 0.3465 -6.6307 -7.0594
H 0.1202 -4.9340 -6.6564
H -0.8805 -5.6775 -7.9256
H 0.9431 -4.2519 -8.9051
H 1.4547 -7.2484 -9.3297
H 1.9538 -5.9563 -10.4128
H 0.2218 -6.2921 -10.1838
H 2.6501 -6.0951 -7.5703
C -0.2334 -11.2502 -8.7733
C 0.0661 -10.0568 -7.8802
C 0.2670 -10.4829 -6.4346
O -1.0135 -9.1293 -7.9535
H -1.1546 -11.7536 -8.4589
H -0.3877 -10.9270 -9.8084
H 0.5861 -11.9754 -8.7511
H 0.9642 -9.5435 -8.2407
H -0.6364 -10.9590 -6.0373
H 0.4695 -9.6124 -5.8015
H 1.1014 -11.1851 -6.3423
H -1.8153 -9.5765 -7.6353
C -3.0621 5.1243 7.6199
C -2.3595 6.2134 6.8252
C -0.9196 6.3901 7.2800
O -3.0605 7.4436 6.9879
H -3.0936 5.3755 8.6861
H -4.1010 5.0168 7.2901
H -2.5558 4.1611 7.5027
H -2.3806 5.9628 5.7590
H -0.8750 6.6862 8.3341
H -0.4301 7.1855 6.7078
H -0.3490 5.4648 7.1526
H -3.0469 7.6740 7.9318
C 1.9791 5.5351 9.8064
C 2.6817 6.6242 9.0117
C 4.1216 6.8009 9.4665
O 1.9807 7.8544 9.1744
H 1.9476 5.7863 10.8726
H 0.9401 5.4276 9.4766
H 2.4854 4.5719 9.6892
H 2.6606 6.3736 7.9455
H 4.1662 7.0970 10.5206
H 4.6111 7.5963 8.8943
H 4.6922 5.8757 9.3391
H 1.9943 8.0848 10.1183
```

Computed properties:
- Highest occupied orbital energy: -10.0 eV
- Largest force on an atom: 0.1716 Eh/bohr
- M: 560.73 u
- Energy relative to the best compared isomer or geometry (same formula, charge and spin): 118.1 kcal per mole
- Total energy: -53456.133 eV
- Structure (SMILES): CCCO[C@@H](C)OC(=O)C(F)(F)F.CC(C)O.CC(C)O.CC(C)O.CC(C)O.CC(C)O.CC(C)O
- Frontier orbital gap: 9.88 eV